1.
{
  "formula": "C18H26O18",
  "method": "ωB97M-V/def2-TZVPD",
  "smiles": "COC(=O)OC.O=C1OCCO1.O=C1OCCO1.O=C1OCCO1.O=C1OCCO1.O=C1OCCO1",
  "e_above_lowest_kcal_mol": 13.2,
  "multiplicity": 1,
  "lumo_ev": 0.0698,
  "homo_lumo_gap_ev": 10.4,
  "e_tot_ev": -55942.305,
  "species": ["C", "O", "C", "O", "O", "C", "H", "H", "H", "H", "H", "H", "O", "C", "O", "C", "C", "O", "H", "H", "H", "H", "O", "C", "O", "C", "C", "O", "H", "H", "H", "H", "O", "C", "O", "C", "C", "O", "H", "H", "H", "H", "O", "C", "O", "C", "C", "O", "H", "H", "H", "H", "O", "C", "O", "C", "C", "O", "H", "H", "H", "H"],
  "xyz": [[-0.5317, -0.4742, 8.3177], [-0.4580, 0.4006, 7.2074], [-0.2257, -0.1270, 6.0296], [-0.1491, -1.3051, 5.7850], [-0.2730, 0.8509, 5.1212], [-0.0543, 0.4967, 3.7514], [0.1440, -1.3244, 8.1979], [-1.5166, -0.9381, 8.3720], [-0.2572, 0.0281, 9.2381], [-0.1698, 1.4067, 3.1732], [-0.6651, -0.3664, 3.4975], [0.9848, 0.1722, 3.6447], [0.4736, -2.8235, 2.7297], [-0.0088, -3.1991, 1.7269], [-0.4117, -2.4099, 0.7115], [-0.7799, -3.1892, -0.4133], [-1.0378, -4.5366, 0.2358], [-0.2592, -4.5071, 1.4383], [-1.6731, -2.8746, -0.9569], [0.0004, -3.0990, -1.1767], [-0.7546, -5.4033, -0.3540], [-2.0778, -4.5559, 0.5691], [0.8550, 2.4818, -3.8491], [2.0242, 2.5225, -3.6173], [2.9799, 2.4843, -4.5495], [4.2600, 2.7069, -3.9274], [3.9580, 2.4679, -2.4485], [2.5437, 2.5300, -2.3758], [5.0317, 2.0364, -4.2877], [4.4140, 3.7769, -4.0886], [4.4014, 3.2617, -1.8445], [4.3710, 1.5229, -2.0861], [-1.5069, -0.6246, -2.5788], [-0.7831, -0.0320, -1.8572], [0.5652, -0.2253, -1.7843], [1.0104, 0.4513, -0.6093], [0.0304, 1.5851, -0.5273], [-1.1534, 0.9330, -0.9989], [0.8874, -0.2180, 0.2470], [2.0473, 0.7531, -0.7151], [0.3091, 2.4395, -1.1434], [-0.0745, 1.9526, 0.4929], [-3.4405, 1.8139, 4.3788], [-3.7235, 2.0809, 3.2508], [-4.1091, 3.2898, 2.7942], [-4.4517, 3.1788, 1.4020], [-4.0855, 1.7230, 1.0204], [-3.8146, 1.1380, 2.3017], [-5.5106, 3.3370, 1.2115], [-3.8878, 3.9395, 0.8662], [-3.1848, 1.5549, 0.4382], [-5.0044, 1.2905, 0.6342], [3.2369, -3.3654, -6.6466], [2.4896, -2.7008, -6.0086], [2.4746, -1.3434, -5.9813], [1.2972, -0.8795, -5.3080], [0.8039, -2.1527, -4.5940], [1.5110, -3.1811, -5.2088], [1.5555, -0.0681, -4.6305], [0.5641, -0.4515, -5.9944], [-0.2770, -2.2386, -4.6748], [1.0868, -1.9932, -3.5481]]
}


2.
{
  "formula": "C18H27BGaNO8P",
  "method": "ωB97M-V/def2-TZVPD",
  "charge": -1,
  "multiplicity": 1,
  "lumo_ev": -0.1896,
  "homo_lumo_gap_ev": 2.9,
  "e_tot_ev": -99313.518,
  "species": ["C", "C", "O", "C", "C", "O", "C", "Ga", "B", "C", "O", "P", "N", "O", "H", "H", "H", "H", "H", "H", "H", "H", "H", "H", "H", "H", "H", "H", "H", "H", "H", "H", "H", "C", "C", "C", "O", "C", "C", "C", "O", "H", "H", "H", "H", "C", "C", "C", "O", "C", "C", "C", "O", "H", "H", "H", "H"],
  "xyz": [[4.4190, 0.4905, -0.1556], [3.5491, 0.5722, -1.4106], [3.7632, 1.7133, -2.2174], [3.7512, 2.9543, -1.5402], [2.4837, 3.2906, -0.7653], [1.3497, 3.4016, -1.5730], [0.4388, 2.2857, -1.5570], [-1.5504, 2.8144, -1.6820], [-2.5588, 1.7060, -0.1564], [-3.0425, 0.2250, -0.4086], [-2.7779, 2.1783, 1.1413], [-2.2648, 1.9673, -3.8240], [-3.9562, 1.4532, -3.5182], [-1.6070, 0.4094, -3.8342], [5.3986, 0.9404, -0.3086], [4.5602, -0.5623, 0.0995], [3.9377, 0.9538, 0.7064], [3.7807, -0.2781, -2.0547], [2.4909, 0.4858, -1.1422], [4.6229, 3.0554, -0.8772], [3.8548, 3.7063, -2.3247], [2.6705, 4.2746, -0.3119], [2.3191, 2.5945, 0.0678], [0.6987, 1.6311, -2.4060], [0.6013, 1.6858, -0.6520], [-1.7610, 4.4045, -1.6204], [-2.2179, -0.3762, -0.8108], [-3.8179, 0.2335, -1.1765], [-3.3889, -0.2624, 0.5109], [-2.9785, 3.1176, 1.1370], [-4.5308, 2.2685, -3.7254], [-4.1632, 0.8008, -4.2719], [-0.9772, 0.2974, -3.1147], [-5.8521, -1.9932, -1.2430], [-7.1702, -1.8387, -1.3429], [-8.1016, -2.5524, -0.4390], [-9.3054, -2.4195, -0.5290], [-7.5105, -3.4452, 0.5910], [-6.1946, -3.6024, 0.6958], [-5.2596, -2.8916, -0.2163], [-4.0622, -3.0340, -0.1243], [-5.1496, -1.4752, -1.8846], [-7.6248, -1.1878, -2.0788], [-8.2140, -3.9509, 1.2405], [-5.7388, -4.2463, 1.4375], [5.2636, -1.5494, 5.3417], [5.6441, -0.5225, 4.5874], [6.0049, -0.7082, 3.1584], [6.3564, 0.2242, 2.4710], [5.9158, -2.0831, 2.6026], [5.5347, -3.1095, 3.3574], [5.1808, -2.9246, 4.7874], [4.8390, -3.8607, 5.4777], [4.9963, -1.4412, 6.3851], [5.7107, 0.4894, 4.9664], [6.1780, -2.1898, 1.5576], [5.4621, -4.1202, 2.9766]]
}


Question: multiplicity of number 1 (C18H26O18)?
Answer: 1